Below is C20H27BN4O3S2Sr as an isolated structure in a non-equilibrium geometry, with properties calculated with the ωB97M-V functional and the def2-TZVPD basis.

XYZ file:
```
58
Properties=species:S:1:pos:R:3
Sr 0.52 -0.85 0.43
C -2.42 2.19 3.63
S -3.25 0.90 2.70
C -1.99 -0.31 2.48
S -0.45 -0.20 3.23
N -2.49 -1.29 1.74
N -1.60 -2.12 1.16
C -2.04 -3.24 0.75
C -1.19 -4.07 -0.13
C -1.73 -5.19 -0.76
C -0.96 -5.90 -1.66
C 0.33 -5.48 -1.93
C 0.80 -4.37 -1.25
N 0.07 -3.68 -0.36
H -3.20 2.92 3.84
H -1.63 2.64 3.05
H -2.01 1.81 4.56
H -3.06 -3.54 0.95
H -2.75 -5.48 -0.54
H -1.37 -6.77 -2.17
H 0.96 -5.99 -2.64
H 1.81 -4.01 -1.41
O 2.03 -2.35 1.32
C 2.91 -2.19 2.44
C 3.62 -0.87 2.29
C 4.88 -0.68 2.84
C 5.46 0.57 2.74
C 4.79 1.58 2.08
C 3.55 1.30 1.54
N 2.96 0.10 1.64
H 1.32 -2.99 1.51
H 3.62 -3.02 2.48
H 2.34 -2.18 3.36
H 5.38 -1.50 3.34
H 6.44 0.75 3.17
H 5.21 2.57 1.98
H 2.98 2.06 1.01
C -3.04 2.97 -1.44
C -1.54 2.79 -1.53
C -0.86 4.04 -0.99
O -1.18 1.70 -0.65
B -0.22 0.85 -1.27
O -0.06 1.30 -2.60
C -1.01 2.34 -2.92
C -2.07 1.70 -3.81
C -0.28 3.42 -3.69
H -3.31 3.21 -0.40
H -3.57 2.06 -1.71
H -3.39 3.78 -2.08
H -1.23 4.24 0.02
H -1.06 4.92 -1.61
H 0.22 3.90 -0.93
H -2.57 0.88 -3.30
H -1.58 1.30 -4.70
H -2.83 2.43 -4.12
H 0.58 3.80 -3.14
H -0.94 4.26 -3.93
H 0.08 3.00 -4.63
```

The total charge is 0. For the HOMO-LUMO gap, the calculation gives 6.0672 eV. For the HOMO energy, the calculation gives -6.346 eV. As for the spin multiplicity: 1. The value obtained for the molar mass is 534.03 g mol⁻¹. The calculation puts the energy relative to the best compared isomer or geometry (same formula, charge and spin) at 1.039 eV. The calculation puts the strongest force on any atom at 2.6 eV/Å.

=====

Below is C20H27Cl3F3N2PdSi2 as an isolated structure in a non-equilibrium geometry, with properties calculated with the ωB97M-V functional and the def2-TZVPD basis.

XYZ file:
```
58
Properties=species:S:1:pos:R:3
Pd -1.61 1.32 0.72
C 0.47 1.70 1.30
Si 1.30 0.32 0.49
C 0.29 -1.15 1.09
N -1.14 -0.91 0.78
C -1.49 -1.46 -0.58
C -2.29 -2.75 -0.52
C -1.70 -3.71 0.52
C -1.73 -3.06 1.92
C -1.97 -1.55 1.82
C 1.14 0.39 -1.39
C 0.44 1.42 -2.03
C 0.23 1.40 -3.40
C 0.71 0.35 -4.17
C 1.42 -0.68 -3.56
C 1.63 -0.65 -2.19
C 3.13 -0.05 0.84
C 4.15 0.23 -0.07
C 5.49 0.01 0.25
C 5.84 -0.50 1.49
C 4.85 -0.78 2.41
C 3.52 -0.55 2.09
H 0.88 2.68 1.03
H 0.35 1.64 2.39
H 0.39 -1.18 2.18
H 0.62 -2.13 0.72
H -0.55 -1.63 -1.11
H -2.04 -0.71 -1.14
H -2.28 -3.20 -1.52
H -3.33 -2.54 -0.27
H -0.67 -3.95 0.24
H -2.24 -4.65 0.52
H -0.81 -3.28 2.46
H -2.55 -3.48 2.51
H -1.76 -1.06 2.77
H -3.01 -1.36 1.60
H 0.06 2.25 -1.45
H -0.33 2.20 -3.86
H 0.53 0.32 -5.24
H 1.81 -1.50 -4.15
H 2.19 -1.46 -1.73
H 3.90 0.63 -1.05
H 6.26 0.24 -0.48
H 6.88 -0.67 1.73
H 5.11 -1.18 3.39
H 2.75 -0.76 2.84
F -3.90 0.69 2.13
C -3.59 0.93 0.79
F -5.75 1.72 -0.57
F -4.05 -0.21 0.13
N -0.28 4.59 -0.83
H -1.17 4.67 -0.35
H -0.32 5.08 -1.71
H 0.44 5.00 -0.26
Cl -3.50 2.98 -1.70
Si -4.47 2.48 0.09
Cl -5.64 4.10 0.74
Cl -2.61 3.43 1.36
```

The total charge is -1. For the HOMO-LUMO gap, the calculation gives 7.0831 eV. For the HOMO energy, the calculation gives -4.445 eV. As for the spin multiplicity: 1. The value obtained for the molar mass is 621.39 g mol⁻¹. The calculation puts the energy relative to the best compared isomer or geometry (same formula, charge and spin) at 0.457 eV. The calculation puts the strongest force on any atom at 1.6 eV/Å.

=====

Below is C20H27ClF4NO3PYb as an isolated structure in a non-equilibrium geometry, with properties calculated with the ωB97M-V functional and the def2-TZVPD basis.

XYZ file:
```
58
Properties=species:S:1:pos:R:3
C 4.79 0.30 1.68
C 4.15 0.67 0.22
C 3.49 2.13 0.21
C 2.28 2.31 -0.88
C 0.94 2.79 -0.14
C -0.34 1.84 -0.30
P -0.63 1.92 -2.17
O -1.87 3.01 -2.63
O -0.64 0.45 -3.00
N -1.43 2.78 0.22
C -2.60 1.94 0.25
O -3.86 2.33 0.19
C -2.11 0.38 0.41
Cl -3.19 -0.09 1.84
C -2.82 -0.30 -0.86
C -4.14 -1.19 -0.57
C -0.52 0.48 0.56
C 0.48 -0.62 -0.01
C -0.04 -2.08 -0.31
C 0.81 -2.87 -1.39
C 0.45 -4.34 -1.83
C -0.74 -5.09 -1.17
C -1.59 -4.35 -0.09
C -1.20 -2.88 0.30
C -0.07 0.61 2.11
F 1.31 1.03 2.27
F -0.80 1.64 2.82
C -0.11 -0.75 2.95
F -0.30 -0.34 4.33
F 1.09 -1.50 2.95
H 5.82 -0.16 1.47
H 4.97 1.24 2.32
H 4.16 -0.50 2.20
H 5.04 0.70 -0.50
H 3.45 -0.16 -0.16
H 3.17 2.43 1.27
H 4.34 2.87 -0.06
H 2.17 1.41 -1.57
H 2.64 3.18 -1.56
H 1.15 3.12 0.95
H 0.64 3.79 -0.66
H -1.99 2.94 -3.61
H 0.20 0.27 -3.48
H -1.18 3.33 1.05
H -3.20 0.55 -1.57
H -2.15 -0.95 -1.52
H -4.45 -1.60 -1.62
H -5.05 -0.59 -0.22
H -3.94 -2.13 0.05
H 1.45 -0.76 0.60
H 0.88 -0.21 -1.02
H 1.70 -2.37 -1.91
H 1.05 -4.89 -2.63
H -1.05 -6.15 -1.44
H -2.50 -4.83 0.42
H -1.86 -2.37 1.06
H -0.97 -1.46 2.74
Yb -5.28 3.12 1.44
```

The total charge is +2. For the HOMO-LUMO gap, the calculation gives 3.7617 eV. For the HOMO energy, the calculation gives -12.886 eV. As for the spin multiplicity: 1. The value obtained for the molar mass is 644.90 g mol⁻¹. The calculation puts the strongest force on any atom at 6.2 eV/Å.

=====

Below is one molecule with the formula C20H27F2N3O2, with properties calculated with the ωB97M-V functional and the def2-TZVPD basis.

XYZ file:
```
54
Properties=species:S:1:pos:R:3
O 1.63 2.34 -0.19
C 2.14 1.24 -0.13
C 2.34 0.33 -1.33
C 1.46 0.74 -2.51
C 2.24 0.63 -3.82
O 3.45 0.53 -3.86
N 1.49 0.77 -4.92
C 0.05 0.67 -4.86
C -0.27 -0.40 -3.80
N 0.21 -0.01 -2.50
C -0.78 0.51 -1.57
C -1.05 -0.49 -0.43
C -2.01 0.12 0.60
C -2.28 -0.86 1.73
C -2.86 -2.16 1.19
C -1.90 -2.78 0.17
C -1.63 -1.80 -0.96
N 2.61 0.73 1.03
C 2.56 1.48 2.27
C 1.38 1.08 3.12
C 0.27 1.90 3.26
C -0.81 1.51 4.05
C -0.79 0.29 4.71
C 0.31 -0.54 4.56
F 0.33 -1.73 5.19
C 1.38 -0.15 3.77
F 2.44 -0.97 3.63
H 2.14 -0.71 -1.06
H 3.38 0.42 -1.64
H 1.26 1.83 -2.41
H 1.96 0.71 -5.81
H -0.38 1.63 -4.56
H -0.35 0.39 -5.84
H 0.23 -1.33 -4.10
H -1.34 -0.58 -3.75
H -0.43 1.45 -1.13
H -1.73 0.72 -2.09
H -0.10 -0.70 0.07
H -1.57 1.04 1.00
H -2.95 0.38 0.11
H -2.97 -0.41 2.45
H -1.35 -1.07 2.26
H -3.03 -2.86 2.01
H -3.82 -1.96 0.71
H -2.32 -3.70 -0.23
H -0.96 -3.03 0.67
H -2.56 -1.59 -1.49
H -0.93 -2.24 -1.67
H 2.98 -0.21 1.06
H 3.49 1.31 2.82
H 2.47 2.53 2.00
H 0.25 2.84 2.74
H -1.66 2.16 4.15
H -1.61 -0.03 5.33
```

The total charge is 0. For the HOMO-LUMO gap, the calculation gives 9.1244 eV. For the HOMO energy, the calculation gives -8.371 eV. Its SMILES is O=C(C[C@H]1C(=O)NCCN1CC1CCCCC1)NCc1cccc(F)c1F. As for the spin multiplicity: 1. The value obtained for the molar mass is 379.45 g mol⁻¹. The calculation puts the energy relative to the best compared isomer or geometry (same formula, charge and spin) at 0.349 eV. The calculation puts the strongest force on any atom at 0.7 eV/Å.

=====

LUMO for the records above, in order: -0.28, 2.64, -9.12, 0.75 eV